Record 1
11
Properties=species:S:1:pos:R:3:forces:R:3:lowdin_charge:R:1 method="wB97M-V/def2-TZVPD" fmax_ev_per_a=4.53 charge=0 e_lumo_ha=0.010 spin_multiplicity=1 e_tot_ev=-21278.860 smiles="O=[N+]([O-])[C@H]1C[C@@H]1Cl" e_homo_ha=-0.3894 orbital_gap_ev=10.9
O 1.52645 1.54359 -1.50852 0.504 0.236 -0.373 0.095
N 0.84347 0.58237 -1.28288 -1.186 -0.044 1.525 -0.389
O 0.54719 -0.31930 -2.02199 0.408 -0.521 -1.009 0.089
C 0.19050 0.50128 0.06169 0.934 3.516 1.041 -0.224
C -1.10180 -0.19014 0.17719 1.825 0.961 3.109 -0.094
C 0.15441 -0.81014 0.78902 -0.384 -1.136 -0.833 -0.666
Cl 0.31757 -0.78924 2.48787 0.136 0.323 1.568 0.659
H 0.26241 1.58876 0.64450 0.247 -3.357 -1.522 0.218
H -1.82084 0.32887 0.77284 -0.115 0.019 0.790 0.112
H -1.53296 -0.62017 -0.59739 -1.459 -2.111 -3.739 0.061
H 0.61360 -1.81588 0.47767 -0.911 2.114 -0.555 0.138

---

Record 2
12
Properties=species:S:1:pos:R:3:forces:R:3:lowdin_charge:R:1 method="wB97M-V/def2-TZVPD" fmax_ev_per_a=4.69 charge=0 e_lumo_ha=0.012 spin_multiplicity=1 e_tot_ev=-32116.280 smiles="CS(=O)(=O)[C@H](Cl)C#N" e_homo_ha=-0.4186 orbital_gap_ev=11.7
C -0.12174 1.56474 -0.51658 2.592 -1.971 -0.767 -0.094
S 0.92782 0.21389 0.21391 -1.292 1.345 -0.024 0.562
O 1.50035 0.73448 1.43360 -0.281 -0.312 -0.688 -0.325
O 1.73257 -0.38935 -0.80521 -0.245 -0.088 0.347 -0.302
C -0.36792 -1.01017 0.76172 -0.862 -1.636 -3.097 -0.693
Cl 0.59702 -2.31994 1.43916 -0.261 -0.211 0.074 0.666
C -1.09129 -1.52360 -0.62717 2.005 1.265 4.044 -0.233
N -1.52545 -1.97202 -1.57926 -0.548 -0.277 -0.997 0.146
H -0.62779 1.87347 0.33702 -1.835 0.632 0.949 0.037
H 0.67954 2.26585 -0.64170 0.374 0.725 -0.391 0.054
H -0.55104 1.30950 -1.50353 -0.208 0.026 1.010 0.090
H -1.15208 -0.74684 1.48804 0.561 0.500 -0.459 0.091

---

Record 3
12
Properties=species:S:1:pos:R:3:forces:R:3:lowdin_charge:R:1 method="wB97M-V/def2-TZVPD" fmax_ev_per_a=1.88 charge=0 e_lumo_ha=-0.022 spin_multiplicity=1 e_tot_ev=-40906.305 smiles="NC(=O)[C@@H](Cl)C(=S)S" e_homo_ha=-0.3335 orbital_gap_ev=8.5
N -1.67236 -0.52573 0.43919 0.619 -1.003 -0.499 0.151
C -0.60000 -0.78709 -0.37450 0.123 0.524 -0.827 -0.567
O -0.19887 -1.86878 -0.76744 -0.846 0.717 0.754 0.070
C 0.25179 0.44669 -0.84608 0.250 -0.615 1.754 -0.666
Cl -0.45422 2.05103 -0.45866 -0.048 -0.203 -0.324 0.640
C 1.58100 0.31230 -0.08642 0.163 -0.003 0.268 -1.238
S 2.95558 0.10912 -0.90337 0.042 0.024 0.034 0.711
S 1.62154 0.27084 1.68900 -0.909 0.299 -0.655 0.753
H -2.03593 0.39443 0.59650 0.152 0.200 -0.176 0.057
H -2.25491 -1.31329 0.67682 0.047 0.027 0.034 0.117
H 0.50671 0.33757 -1.89147 -0.357 0.225 -0.187 0.089
H 0.29966 0.57293 1.92642 0.764 -0.190 -0.175 -0.117

---

Record 4
10
Properties=species:S:1:pos:R:3:forces:R:3:lowdin_charge:R:1 method="wB97M-V/def2-TZVPD" fmax_ev_per_a=4.68 charge=0 e_lumo_ha=-0.086 spin_multiplicity=1 e_tot_ev=-28019.536 e_homo_ha=-0.2864 orbital_gap_ev=5.5
C 1.63958 0.56630 -0.08857 0.765 0.373 0.860 -0.524
C -0.67811 0.03695 0.72698 -2.727 1.586 3.106 -0.088
C -0.79196 0.40545 -0.66463 -3.047 1.462 -3.215 -0.128
N 0.37777 0.75490 0.00968 4.627 0.285 0.611 -0.076
S 3.20455 0.60511 0.03127 -2.859 -0.244 -0.463 0.927
Cl 0.10546 -2.97160 0.03098 0.089 0.601 -0.022 -0.503
H -1.27993 0.73304 1.49081 1.747 -1.653 -1.603 0.174
H -0.47866 -1.02987 0.93998 0.134 0.055 -0.166 -0.041
H -0.73452 -0.40926 -1.34153 0.403 -0.816 -0.586 0.090
H -1.36419 1.30898 -1.13497 0.866 -1.649 1.478 0.169

---

Record 5
10
Properties=species:S:1:pos:R:3:forces:R:3:lowdin_charge:R:1 method="wB97M-V/def2-TZVPD" fmax_ev_per_a=4.56 charge=0 e_lumo_ha="-0.105 / -0.105" spin_multiplicity=1 e_tot_ev=-28020.700 e_homo_ha="-0.3417 / -0.3418" orbital_gap_ev="6.4 / 6.4"
C -2.00662 1.13227 0.42687 -3.076 1.301 -0.053 -0.304
C 1.64844 -0.26270 -0.46124 -2.182 -1.742 -0.560 -0.353
C -0.78202 0.50393 0.40192 3.378 -2.958 0.785 -0.522
N -3.02850 1.69115 0.40771 1.544 -0.800 0.107 0.220
S 0.25366 0.79535 -0.89626 -0.525 0.284 0.299 0.959
Cl -1.04990 -2.23533 -0.06808 -0.021 1.064 0.276 -0.196
H 2.50311 -0.05161 -1.11276 -0.068 0.184 0.829 0.056
H 1.21467 -1.31202 -0.65316 0.665 1.247 0.011 0.004
H 1.59819 -0.19959 0.61664 1.450 0.134 0.213 0.028
H -0.35103 -0.06146 1.33836 -1.163 1.285 -1.907 0.107

---

Record 6
12
Properties=species:S:1:pos:R:3:forces:R:3:lowdin_charge:R:1 method="wB97M-V/def2-TZVPD" fmax_ev_per_a=5.14 charge=-1 e_lumo_ha=0.127 spin_multiplicity=1 e_tot_ev=-32676.806 e_homo_ha=-0.1869 orbital_gap_ev=8.6
C -1.89273 -0.15085 0.76273 -1.321 2.792 -4.114 -0.114
C -0.54784 0.46470 0.30560 -1.901 -2.944 -1.366 -0.187
C 0.31344 -0.27443 -0.36164 1.411 0.485 0.339 -0.783
Cl 0.11609 -1.92038 -0.70720 -0.795 -1.272 -0.425 0.682
S 2.01446 0.20042 -0.74409 -1.082 2.299 -0.808 0.360
O 2.05815 1.59015 -0.24304 0.374 -1.091 0.091 -0.402
O 2.02873 0.17916 -2.21719 0.504 -0.672 1.082 -0.397
O 2.80470 -0.77607 -0.01861 0.248 0.198 -0.387 -0.386
H -2.68080 0.64013 0.84358 0.729 -0.349 0.267 0.070
H -1.58956 -0.43587 1.66735 0.121 -1.981 3.966 0.013
H -2.40384 -0.90730 0.10202 1.300 0.412 0.773 0.073
H -0.22081 1.39035 0.61049 0.412 2.123 0.580 0.069

---

Record 7
9
Properties=species:S:1:pos:R:3:forces:R:3:lowdin_charge:R:1 method="wB97M-V/def2-TZVPD" fmax_ev_per_a=4.71 charge=0 e_lumo_ha=0.033 spin_multiplicity=1 e_tot_ev=-24984.838 smiles="CC1=P(Cl)=C1" e_homo_ha=-0.3555 orbital_gap_ev=10.6
C -1.03077 -0.09088 0.84927 0.225 -3.349 3.111 -0.109
C -0.01297 -0.32580 -0.12980 1.637 0.895 -1.938 -0.618
P 1.73534 -0.77960 -0.36101 -0.771 0.956 -0.141 0.598
Cl 2.57373 1.09577 0.22232 0.541 -0.167 0.267 0.036
C 0.41778 -0.02966 -1.34047 -0.199 -0.149 -3.702 -0.353
H -0.61023 0.22435 1.88492 -0.605 -1.010 -1.693 0.121
H -1.63850 -1.09012 0.87708 1.007 1.670 0.649 0.124
H -1.70696 0.62107 0.59964 -1.974 2.305 -1.119 0.028
H 0.27258 0.37487 -2.60195 0.140 -1.149 4.567 0.173

---

Record 8
11
Properties=species:S:1:pos:R:3:forces:R:3:lowdin_charge:R:1 method="wB97M-V/def2-TZVPD" fmax_ev_per_a=4.46 charge=-1 e_lumo_ha="0.070 / 0.065" spin_multiplicity=5 e_tot_ev=-46939.192 e_homo_ha="0.0086 / -0.1090" orbital_gap_ev="1.7 / 4.7" s2=6.01
O -1.21656 0.54657 -0.54979 -1.501 -3.128 -2.802 -0.154
C -0.39781 1.25922 -0.01444 -1.209 1.803 2.506 -0.475
C -0.01176 2.46732 0.36051 1.095 0.182 -0.684 -0.164
H 0.68914 -0.37278 0.30682 0.509 -3.665 -0.141 0.126
H -0.29539 2.82954 1.34907 0.765 0.077 0.104 -0.005
H 0.50752 3.12516 -0.36249 -0.179 0.493 0.215 -0.016
O -0.51116 -2.15152 0.67125 -1.803 -0.563 0.236 -0.325
C 0.62507 -1.69686 0.07721 0.897 3.189 0.847 -0.651
O 0.51523 -1.85940 -1.27076 -0.839 -0.305 -1.718 -0.327
Co -1.41591 -1.89318 -1.02725 2.380 1.466 1.424 0.899
H 1.51163 -2.25406 0.45987 -0.115 0.450 0.012 0.093

---

Calculated energy relative to the best compared isomer or geometry (same formula, charge and spin) in order - 449.93; 98.48; 0.00; 344.14; 231.85; 52.30; 73.74; 430.53 kJ/mol